Entry 1:
The following is a quantum chemistry calculation of a molecular structure, C4H6CaO3 at a distorted geometry, from the Open Molecules 2025 dataset.

XYZ file:
```
14
Properties=species:S:1:pos:R:3:forces:R:3
H 2.6983 -1.7922 0.7411 -0.556 -0.669 -0.328
O 0.4781 -0.5415 0.3168 -0.293 -1.088 -0.776
C -0.5459 0.3111 -0.0080 -1.272 -0.858 1.027
O -0.3768 1.5175 -0.0974 -0.319 0.513 -0.182
Ca 1.5850 2.3267 -0.0564 0.809 1.181 -0.036
O -1.6274 -0.3455 -0.1091 1.119 -0.171 0.353
C -2.8941 0.3476 -0.0015 -0.961 0.574 -0.335
H -2.8896 0.9662 0.9015 0.026 -0.171 -0.212
H -3.0431 0.9542 -0.9006 -0.030 -0.143 0.248
H -3.6430 -0.4432 0.0663 0.222 0.192 -0.031
C 1.7169 -0.1249 0.1075 -2.933 0.594 -0.868
C 2.6514 -1.1603 -0.1635 2.136 2.917 4.105
H 2.5014 -1.7429 -1.0780 0.910 0.419 -0.232
H 3.3889 -0.2727 0.2813 1.144 -3.289 -2.734
```
Forces are in eV/Å.

Values from the calculation:
spin multiplicity	1
charge	+2


Entry 2:
The following is a quantum chemistry calculation of a molecular structure, C34H52O26Rb2 at a distorted geometry, from the Open Molecules 2025 dataset.

XYZ file:
```
114
Properties=species:S:1:pos:R:3:forces:R:3
Rb -8.1199 22.3027 -10.0366 -0.716 -0.331 0.457
Rb -9.4605 18.1807 -8.0843 -0.740 0.726 0.556
O -9.8075 21.3145 -7.8345 -0.357 -0.615 -0.062
C -11.1126 21.3787 -7.2828 0.692 -1.220 1.063
C -11.5647 20.4097 -6.0094 0.904 -1.127 -1.119
O -11.5737 18.9728 -6.1244 0.433 1.984 -0.844
H -11.9116 21.2187 -8.0067 -0.286 -0.372 -0.786
H -11.2941 22.4034 -6.9586 -0.183 0.527 0.617
H -12.5425 20.7881 -5.7112 -0.868 0.291 -0.365
H -10.9999 20.7127 -5.1278 0.944 0.193 0.271
C -12.4706 15.7355 -4.7521 -0.955 0.328 -0.860
C -13.6719 15.7285 -5.8005 2.129 1.007 0.997
C -13.4643 16.6497 -7.0290 -0.371 0.522 1.212
O -14.0496 15.8524 -8.0491 -0.060 3.890 -1.136
C -14.0757 14.6183 -7.7029 0.054 -2.196 -2.221
O -14.2934 13.7743 -8.5335 -0.106 -0.598 1.095
O -13.7173 14.4923 -6.4551 -0.019 -2.504 1.593
H -12.4587 14.9946 -3.9528 -0.805 -0.197 -0.166
H -12.4398 16.7134 -4.2718 0.007 0.083 -0.161
H -11.5198 15.5681 -5.2583 -0.158 0.132 -0.417
H -14.6375 15.9360 -5.3394 0.030 -0.056 0.180
H -12.4313 16.9089 -7.2612 0.116 -0.253 0.102
H -13.9806 17.6020 -6.9075 -0.073 -0.151 -0.221
C -10.8683 20.5909 -2.0056 -0.888 0.912 0.282
C -12.3640 20.8587 -2.3214 2.330 -1.105 -2.052
C -13.0453 19.5523 -2.7267 0.679 0.350 0.789
O -14.1169 19.5686 -1.8262 -2.067 -1.537 -0.084
C -14.1675 20.6590 -1.0676 -2.619 -0.195 1.917
O -15.0698 20.9490 -0.3065 1.498 -0.615 -1.265
O -13.0545 21.3294 -1.2017 1.336 1.628 -0.168
H -10.2696 20.2362 -2.8445 -0.399 0.064 -0.228
H -10.8254 19.8317 -1.2246 0.130 0.176 0.161
H -10.4423 21.5375 -1.6731 0.272 -0.131 0.247
H -12.4781 21.4811 -3.2088 0.152 0.858 0.428
H -12.3537 18.7406 -2.5011 -0.475 -0.331 -0.126
H -13.3866 19.5124 -3.7611 0.047 0.005 0.165
C -13.1093 18.4054 -9.9260 -0.504 0.815 0.178
C -12.9976 19.0732 -11.3061 -0.967 -4.306 0.709
C -13.5733 20.3886 -11.4877 -0.515 2.206 0.886
O -12.3907 21.1901 -11.4953 1.957 2.020 -0.285
C -11.2530 20.4490 -11.5013 0.972 0.868 -1.164
O -10.0652 20.8146 -11.5490 -3.031 -0.161 0.479
O -11.6275 19.2004 -11.6065 1.518 -0.890 0.012
H -12.8916 19.1667 -9.1770 0.288 0.015 0.249
H -12.4556 17.5492 -9.7594 0.090 0.069 -0.466
H -14.1184 18.0695 -9.6869 -0.103 0.021 -0.306
H -13.4325 18.4325 -12.0732 0.276 -0.390 0.098
H -14.1299 20.8222 -10.6569 -0.323 -0.584 0.160
H -14.2045 20.4628 -12.3733 0.545 0.417 -0.306
C -11.2761 24.5957 -3.8807 0.279 0.018 0.879
C -12.7912 24.8011 -3.9427 2.459 1.033 0.554
C -13.3408 24.5921 -5.3251 -0.442 -0.665 0.170
O -14.2627 23.5073 -5.0994 -0.392 0.137 0.236
C -14.3717 23.2298 -3.7472 -3.500 -1.886 -0.496
O -15.2718 22.4943 -3.3077 3.395 2.129 -1.229
O -13.4516 23.8919 -3.0786 -0.068 0.129 0.532
H -11.0079 23.5411 -3.9435 0.018 -0.043 -0.731
H -10.8092 24.8967 -2.9429 -0.559 0.103 0.461
H -10.7632 25.2649 -4.5716 -0.131 -0.409 -0.611
H -12.9557 25.8244 -3.6053 -0.491 -0.102 0.209
H -12.5949 24.2734 -6.0532 0.034 -0.160 0.080
H -13.7984 25.5188 -5.6713 -0.582 -0.363 -0.231
C -15.6144 21.7002 -7.8671 1.845 -0.215 -0.013
C -15.0606 20.3307 -7.3249 -1.456 2.398 -0.777
C -15.3842 20.1456 -5.8379 0.179 -0.559 -1.481
O -16.3847 19.1192 -5.8941 0.067 -0.511 -0.198
C -16.6027 18.6629 -7.1509 -2.732 -2.746 -0.113
O -17.4675 17.7596 -7.3626 4.044 3.987 0.126
O -15.7824 19.3225 -8.0581 -0.921 -1.604 1.524
H -15.6879 22.4451 -7.0748 -0.407 -0.162 0.058
H -16.5092 21.6196 -8.4844 -0.076 -0.200 0.402
H -14.8251 22.1108 -8.4967 -0.090 0.151 -0.357
H -13.9881 20.2169 -7.4822 -0.098 -0.075 -0.231
H -15.8121 21.0178 -5.3438 0.304 -0.149 0.033
H -14.4140 19.8214 -5.4617 -0.536 -0.380 1.031
C -7.1827 23.8474 -4.8974 -0.032 -0.684 -0.164
C -7.6083 22.3726 -5.1236 -1.002 1.080 -1.379
C -6.7919 21.5090 -6.1276 0.728 1.053 0.022
O -6.2420 20.4515 -5.3463 -1.144 -0.533 1.300
C -6.8278 20.4742 -4.0980 -0.040 0.527 1.969
O -6.6607 19.7079 -3.1738 -0.144 1.028 -2.434
O -7.6096 21.6225 -3.9415 1.456 -1.841 0.138
H -7.5279 24.5284 -5.6754 0.040 -0.410 -0.548
H -6.0981 23.9372 -4.8370 -0.035 0.142 0.397
H -7.7130 24.2516 -4.0352 0.405 -0.303 0.401
H -8.6483 22.3980 -5.4491 -0.068 -0.100 -0.293
H -5.9252 22.0310 -6.5332 0.062 0.355 0.100
H -7.3574 21.1591 -6.9912 -0.538 -0.332 0.431
C -10.8286 25.9915 -8.9013 -0.076 -0.616 -0.522
C -12.1107 25.7790 -9.7324 0.436 -0.406 0.498
C -12.6730 24.3096 -9.8367 1.375 1.311 -1.373
O -13.9455 24.4109 -9.2615 -0.192 -1.477 0.134
C -14.1929 25.6290 -8.8481 -4.271 2.149 2.820
O -15.2674 25.9791 -8.3045 3.816 -1.194 -1.976
O -13.1451 26.4359 -9.0170 -0.489 0.453 0.194
H -9.9124 25.6899 -9.4090 -0.052 0.168 -0.522
H -10.8178 25.3388 -8.0284 -0.425 0.214 0.299
H -10.7364 27.0416 -8.6240 -0.041 -0.127 0.062
H -12.0912 26.2679 -10.7064 0.407 -0.132 -0.060
H -11.9800 23.5930 -9.3958 -0.508 -0.231 0.507
H -12.8129 24.0635 -10.8893 0.102 -0.230 0.038
C -8.0602 15.5262 -4.2597 -0.131 0.765 0.476
C -8.3517 16.8961 -3.6454 0.009 -0.282 0.078
C -9.7281 17.5129 -3.8850 1.155 0.089 -1.427
O -10.3599 17.5887 -2.6068 -0.666 0.005 -1.350
C -9.5955 17.0209 -1.7044 1.346 -1.558 3.236
O -9.9097 16.7455 -0.5482 0.761 0.976 -3.119
O -8.3365 16.7520 -2.2323 -0.840 0.104 1.057
H -8.2195 15.5215 -5.3379 -0.019 -0.006 -0.070
H -8.6912 14.7827 -3.7726 0.175 -0.196 -0.152
H -6.9998 15.3898 -4.0475 -0.096 -0.652 -0.110
H -7.5414 17.5520 -3.9637 -0.093 0.307 0.355
H -10.2249 16.8966 -4.6343 -0.717 0.192 0.615
H -9.5883 18.4826 -4.3628 -0.608 0.298 0.449
```
Forces are in eV/Å.

Values from the calculation:
spin multiplicity	1


Entry 3:
The following is a quantum chemistry calculation of a molecular structure, CH4NO at a distorted geometry, from the Open Molecules 2025 dataset.

XYZ file:
```
7
Properties=species:S:1:pos:R:3:forces:R:3
N -0.3154 -0.3328 1.0976 -0.280 -3.485 -2.756
C 0.4242 0.1612 -0.5664 2.550 3.061 1.829
O 0.3730 -0.4707 -1.6775 -0.987 0.095 1.659
H -0.7802 -1.1824 0.5930 1.320 0.707 1.448
H -1.1760 0.1761 1.0060 -0.463 1.218 0.188
H 1.5849 0.5423 -0.2281 -2.054 -1.480 -0.275
H -0.1105 1.1062 -0.2247 -0.086 -0.115 -2.092
```
Forces are in eV/Å.

Values from the calculation:
spin multiplicity	1
charge	-1


Entry 4:
The following is a quantum chemistry calculation of C2H3N3O in the gas phase at a distorted geometry, from the Open Molecules 2025 dataset.

XYZ file:
```
9
Properties=species:S:1:pos:R:3:forces:R:3
H 0.2057 0.3937 2.5582 -0.431 -0.140 -0.391
N -0.2932 0.8564 1.7965 0.351 0.171 0.220
C -0.1627 0.3334 0.6672 0.850 -0.686 -1.182
N 0.3281 -0.8605 0.1307 2.148 -1.495 2.517
N 0.3013 -0.8987 -1.2815 0.775 -1.214 2.191
C -0.2717 0.1849 -1.4912 -1.521 0.956 -5.140
O -0.5458 0.9911 -0.5014 -1.075 1.087 1.432
H 1.0824 -1.3953 0.6727 -1.760 1.023 -1.507
H -0.6439 0.3951 -2.5513 0.662 0.297 1.860
```
Forces are in eV/Å.

Values from the calculation:
spin multiplicity	1
structure (SMILES)	[H]/N=c1\[nH]nco1


Entry 5:
The following is a quantum chemistry calculation of a gas-phase ion, C4H7N4 (charge +1) at a distorted geometry, from the Open Molecules 2025 dataset.

XYZ file:
```
15
Properties=species:S:1:pos:R:3:forces:R:3
H -0.4530 -1.0638 2.9240 0.294 -0.199 -0.047
N -0.7405 -0.4065 2.2093 -0.043 -0.832 1.074
C -0.2968 -0.4529 1.0669 -0.317 0.813 -1.656
N 0.6906 -1.2365 0.3220 -0.005 -0.383 1.004
N 0.6782 -0.8501 -1.0490 1.853 0.246 -0.093
C -0.3245 0.2075 -1.2448 -1.966 0.963 -3.838
C -0.7506 0.6355 0.0911 -1.170 1.761 1.207
C -0.1185 1.8660 0.6196 0.067 -0.430 -0.814
N 0.4124 2.8126 0.9797 0.195 0.317 0.180
H 1.6564 -1.1443 0.5996 0.016 -0.251 0.893
H 0.6025 -1.7082 -1.6058 -0.348 0.367 -0.228
H 1.5728 -0.3774 -1.2989 -0.335 -0.837 0.176
H -1.2675 -0.2633 -1.7786 2.183 1.073 0.708
H 0.1761 1.0688 -1.8500 -1.223 -1.731 0.747
H -1.8376 0.9127 0.0147 0.798 -0.878 0.686
```
Forces are in eV/Å.

Values from the calculation:
spin multiplicity	1
structure (SMILES)	[H]/N=C1\N[NH2+]C[C@@H]1C#N
charge	+1


Entry 6:
The following is a quantum chemistry calculation of 2 unconnected molecules or ions with the total composition C5H11NO at a distorted geometry, from the Open Molecules 2025 dataset.

XYZ file:
```
18
Properties=species:S:1:pos:R:3:forces:R:3
C 2.1088 0.7549 -0.5351 -0.548 0.219 1.904
N 1.3205 -0.1192 0.5158 -0.562 -1.360 -4.753
C -0.1620 0.2050 0.4605 0.556 -0.030 1.206
C -0.9611 -0.0890 -0.8092 1.170 -5.676 -0.580
C -2.3466 0.5077 -0.5540 -1.347 11.597 -0.047
O -2.3884 1.7971 -0.5549 -0.535 -8.779 -0.170
C -0.8758 -0.6966 1.4958 0.332 2.490 -1.597
H 2.1608 1.6211 0.1366 0.114 0.700 -1.143
H 1.6296 0.9401 -1.5435 0.281 -0.218 1.279
H 3.1727 0.4631 -0.6807 -0.951 -0.444 0.223
H 1.2106 -1.0613 -0.1143 0.474 1.385 1.838
H -0.4350 1.2613 0.7011 1.131 -0.609 0.172
H -0.5490 0.1041 -1.8116 -0.376 0.413 0.349
H -1.3207 -1.1863 -0.7122 1.409 1.639 -0.924
H 0.5695 -2.0277 -1.0348 -0.239 0.569 0.006
H -1.8527 -0.2683 1.2852 -1.108 -1.038 1.008
H -0.7257 -1.7151 1.2926 -0.215 -1.374 -0.561
H -0.5552 -0.4910 2.4628 0.414 0.517 1.790
```
Forces are in eV/Å.

Values from the calculation:
spin multiplicity	1


Number 1: lowest unoccupied orbital energy -0.3528 Ha, gap between HOMO and LUMO 9.220 eV, HOMO level -18.82 eV. Number 2: lowest unoccupied orbital energy -0.0677 Ha, gap between HOMO and LUMO 5.388 eV, HOMO level -7.23 eV. Number 3: lowest unoccupied orbital energy 0.1885 Ha, gap between HOMO and LUMO 7.692 eV, HOMO level -2.56 eV. Number 4: lowest unoccupied orbital energy 0.0291 Ha, gap between HOMO and LUMO 9.901 eV, HOMO level -9.11 eV. Number 5: lowest unoccupied orbital energy -0.1575 Ha, gap between HOMO and LUMO 10.758 eV, HOMO level -15.04 eV. Number 6: lowest unoccupied orbital energy -0.1289 Ha, gap between HOMO and LUMO 4.110 eV, HOMO level -7.62 eV.